The following is a DFT calculation (ωB97M-V with the def2-TZVPD basis set) of the molecule C3H5NS2 in a non-equilibrium geometry.

Geometry as XYZ:
```
11
Properties=species:S:1:pos:R:3:forces:R:3:lowdin_charge:R:1
N 0.696383 1.550879 0.306214 -2.21 -0.27 0.56 0.06
C 0.869187 0.238955 0.048420 -1.04 0.23 0.80 -0.90
S 2.329445 -0.488540 -0.170237 -0.38 0.14 -0.10 0.63
C -0.432603 -0.607316 0.002779 0.55 0.29 -1.35 -0.55
C -1.568541 -0.708498 0.949621 0.29 -0.45 0.47 -0.46
S -2.054698 0.163673 -0.549355 0.76 -0.26 0.14 0.79
H -0.243993 1.904342 0.616505 1.39 -0.62 -0.80 0.11
H 1.453467 2.188145 0.369809 0.73 0.15 0.05 0.09
H -0.178850 -1.494215 -0.572936 -0.33 -0.01 0.21 0.08
H -1.506507 -0.081312 1.825897 -0.11 0.00 0.21 0.07
H -2.002995 -1.714086 1.125773 0.36 0.80 -0.19 0.09
```
Positions in Å, forces in eV/Å.

* Kohn-Sham gap: 8.857 eV
* energy relative to the best compared isomer or geometry (same formula, charge and spin): 16.2 kcal/mol
* total energy: -26352.029 eV
* LUMO: 0.25 eV
* E_HOMO: -8.61 eV